## P
Below is one molecule with the formula C5H11NO2, with properties calculated with ωB97M-V/def2-TZVPD.

Element x y z (Å)
C: -2.1791 -0.2650 0.7212
C: -0.9826 0.2005 1.5538
C: -0.2283 1.3638 0.7948
O: -0.4370 2.5423 0.9575
N: 0.6879 0.9453 -0.1449
C: 1.1359 -0.3976 -0.4070
C: 1.0055 -0.7286 -1.8921
O: 2.4271 -0.6159 0.0898
H: -2.7786 -0.9817 1.2857
H: -2.8023 0.5883 0.4726
H: -1.8525 -0.7300 -0.2058
H: -1.3433 0.6597 2.4735
H: -0.3583 -0.6322 1.8804
H: 1.2261 1.6982 -0.5532
H: 0.4598 -1.0432 0.2039
H: 1.6304 -0.0551 -2.4867
H: 1.3297 -1.7517 -2.0670
H: -0.0230 -0.6186 -2.2149
H: 3.0825 -0.1787 -0.4617

Properties
- HOMO energy: -9.7165 eV
- Net charge: 0
- HOMO-LUMO gap: 10.4 eV
- Lowest unoccupied orbital energy: 0.027 hartree
- Structure (SMILES): CCC(=O)N[C@@H](C)O


## Q
Below is a 2-piece molecular cluster, C5H11NO2 overall, with properties calculated with ωB97M-V/def2-TZVPD.

Element x y z (Å)
O: -1.5303 1.9973 0.5803
C: -0.3235 1.8947 0.4537
O: 1.2209 -0.8826 -1.9562
C: 0.5952 2.9484 0.0964
C: 0.3894 0.5647 0.4749
C: -0.5160 -0.6353 0.6007
C: -0.5283 -2.9268 0.0013
N: 0.2983 -1.8018 0.3695
H: 1.6139 -0.8163 -2.8583
H: 1.6221 2.8532 0.4363
H: 0.3737 3.8924 -0.3909
H: 0.9065 0.4742 -0.5316
H: 1.1400 0.6514 1.2683
H: -0.8908 -0.6540 1.6358
H: -1.3714 -0.6247 -0.0914
H: 0.0264 -3.8566 -0.1000
H: -1.2238 -3.0669 0.8461
H: -1.1523 -2.7328 -0.8918
H: 0.9184 -1.5108 -0.3971

Properties
- HOMO energy: -8.3823 eV
- Net charge: 0
- HOMO-LUMO gap: 3.8 eV
- Lowest unoccupied orbital energy: -0.170 hartree


## R
Below is a 2-piece molecular cluster, C5H11NO2 overall, with properties calculated with ωB97M-V/def2-TZVPD.

Element x y z (Å)
C: -2.1462 1.3176 -0.6453
C: -1.7705 0.2697 0.3617
O: -1.8952 0.3481 1.5559
O: -1.2887 -0.8212 -0.2531
N: -0.9589 -1.9226 0.5809
H: -1.6408 1.1314 -1.5875
H: -3.2227 1.2757 -0.8023
H: -1.8957 2.3007 -0.2558
H: 0.0594 -1.9091 0.6737
H: -1.3567 -1.7056 1.5009
C: 1.8410 -0.3777 1.2068
C: 1.5461 0.3681 0.1571
C: 1.8819 0.0168 -1.2530
H: 1.5690 -0.0879 2.2079
H: 2.3856 -1.3046 1.1082
H: 1.0113 1.3004 0.2904
H: 2.4304 0.8314 -1.7241
H: 2.4831 -0.8881 -1.2976
H: 0.9676 -0.1432 -1.8248

Properties
- HOMO energy: -9.7011 eV
- Net charge: 0
- HOMO-LUMO gap: 10.7 eV
- Lowest unoccupied orbital energy: 0.035 hartree
- Structure (SMILES): CC(=O)ON.C=CC


## S
Below is a 2-piece molecular cluster, C5H11NO2 overall, with properties calculated with ωB97M-V/def2-TZVPD.

Element x y z (Å)
C: 0.8311 0.8596 0.6791
C: -0.4680 1.2008 1.4955
C: 1.1856 -0.5712 0.6359
N: 0.6310 -1.3661 -0.1989
C: -0.5761 -0.9571 -0.9048
C: -0.3832 -0.3878 -2.3272
O: -2.2689 1.3190 -0.5086
O: 2.0962 -0.9225 1.5327
H: 0.7490 1.2607 -0.3327
H: 1.7868 1.2607 1.1160
H: -1.0697 1.9054 0.8847
H: -1.2089 0.2754 1.5282
H: -0.2344 1.4935 2.5055
H: -3.0471 1.9276 -0.6072
H: -1.0608 -0.1358 -0.4299
H: -1.2728 -1.8149 -0.9050
H: -1.3758 -0.0012 -2.7562
H: 0.0057 -1.1717 -3.0616
H: 0.1556 0.5252 -2.2135

Properties
- HOMO energy: -8.8584 eV
- Net charge: 0
- HOMO-LUMO gap: 3.8 eV
- Lowest unoccupied orbital energy: -0.188 hartree


Most stable structure, least stable structure: P, S.


## P
Below is C5H11NO2 as an isolated structure, with properties calculated with ωB97M-V/def2-TZVPD.

Element x y z (Å)
C: 2.7512 1.1383 0.8261
C: 1.6102 1.0717 -0.1883
N: 0.5140 0.1630 0.1374
C: 0.1291 0.1554 1.5521
C: -0.6451 0.5142 -0.7132
C: -1.5220 -0.7737 -0.7259
O: -0.9093 -1.8471 -1.3248
O: -2.5720 -0.7456 -0.1320
H: 2.4157 1.2309 1.8772
H: 3.4087 2.0068 0.7419
H: 3.4490 0.2992 0.9267
H: 2.0059 0.7922 -1.1637
H: 1.3174 2.1224 -0.4112
H: -0.7893 -0.4169 1.6154
H: -0.0467 1.1663 1.9298
H: 0.8647 -0.4299 2.1121
H: -0.2293 0.8693 -1.6654
H: -1.4430 1.1971 -0.3803
H: -0.6936 -1.7067 -0.2909

Properties
- HOMO energy: -9.2863 eV
- Net charge: 0
- HOMO-LUMO gap: 10.1 eV
- Lowest unoccupied orbital energy: 0.029 hartree


## Q
Below is one molecule with the formula C5H11NO2, with properties calculated with ωB97M-V/def2-TZVPD.

Element x y z (Å)
H: 2.3802 1.9602 -0.5532
N: 1.3815 1.7948 -0.3786
C: 1.0860 0.5662 -0.1885
C: 2.1463 -0.4958 -0.3152
C: -0.4826 0.2143 0.5406
C: -1.3172 1.4796 0.5371
C: -0.8397 -0.8346 -0.4031
O: -0.3287 -2.0922 -0.1540
O: -2.4339 -0.9524 0.0964
H: 2.2478 -1.0255 0.6354
H: 1.9038 -1.1965 -1.1158
H: 3.1258 -0.0737 -0.5626
H: -0.2488 -0.1549 1.5396
H: -0.7957 2.3153 1.0100
H: -2.2292 1.3215 1.1168
H: -1.5898 1.7654 -0.4813
H: -0.9058 -0.5633 -1.4545
H: -0.6683 -2.6759 -0.8488
H: -2.4317 -1.3525 0.9797

Properties
- HOMO energy: -9.1909 eV
- Net charge: 0
- HOMO-LUMO gap: 9.9 eV
- Lowest unoccupied orbital energy: 0.025 hartree
- Structure (SMILES): [H]/N=C(\C)[C@@H](C)C(O)O


Most stable structure, least stable structure: Q, P.


## P
Below is a 2-piece molecular cluster, C5H11NO2 overall, with properties calculated with ωB97M-V/def2-TZVPD.

Element x y z (Å)
C: 1.6455 -0.1336 -0.5065
C: -0.9038 -0.7290 1.2299
C: -2.1025 -0.4599 -0.9794
C: -0.7906 -0.5159 -0.2527
N: 2.2370 -0.5839 0.6438
C: 0.3724 -0.5542 -0.9791
O: 0.5506 1.5533 -0.0510
O: 0.6954 2.9808 -0.2119
H: 1.0133 3.2308 0.6690
H: 2.3631 0.1462 -1.2711
H: 3.1629 -0.2289 0.8287
H: 1.6617 -0.6093 1.4714
H: 0.2670 -0.4261 -2.0507
H: -2.6963 -1.3597 -0.7830
H: -2.6802 0.3944 -0.6160
H: -0.5136 -1.7002 1.5517
H: -0.3644 0.0295 1.7968
H: -1.9400 -0.6732 1.5682
H: -1.9775 -0.3611 -2.0583

Properties
- HOMO energy (alpha / beta): -7.8848 / -7.8869 eV
- Net charge: 0
- HOMO-LUMO gap (alpha / beta): 8.5 / 8.5 eV
- Lowest unoccupied orbital energy (alpha / beta): 0.023 / 0.023 hartree


## Q
Below is one molecule with the formula C5H11NO2, with properties calculated with ωB97M-V/def2-TZVPD.

Element x y z (Å)
C: 0.2098 -1.6323 0.1471
C: 0.2455 -0.1807 0.6102
C: 1.6945 0.4979 0.1383
O: 0.2327 -0.1132 2.0238
C: -0.8941 0.6953 0.0491
N: -2.1921 0.0065 -0.1068
C: -0.4038 1.2070 -1.3137
O: -0.5692 0.5758 -2.3624
H: 1.0715 -2.1881 0.5334
H: -0.6855 -2.1360 0.5279
H: 0.2102 -1.6902 -0.9458
H: 1.8038 1.4000 -0.4651
H: 2.2512 0.7613 1.0439
H: 2.2566 -0.2944 -0.3668
H: 0.8386 -0.7891 2.3712
H: -1.0455 1.5612 0.7022
H: -2.9039 0.6905 -0.3564
H: -2.1241 -0.6032 -0.9261
H: 0.0039 2.2318 -1.3040

Properties
- HOMO energy: -9.4421 eV
- Net charge: 0
- HOMO-LUMO gap: 10.2 eV
- Lowest unoccupied orbital energy: 0.029 hartree
- Structure (SMILES): CC(C)(O)[C@H](N)C=O


Most stable structure, least stable structure: Q, P.


## P
Below is a 2-piece molecular cluster, C5H11NO2 overall, with properties calculated with ωB97M-V/def2-TZVPD.

Element x y z (Å)
C: -0.4227 -0.2877 0.1575
C: -1.6266 0.3699 -0.4596
C: -0.3872 -0.1092 1.6604
C: -0.2076 -1.7213 -0.2490
N: 1.2003 0.9123 -0.1619
C: 1.3351 0.9645 -1.4828
O: 2.4251 1.0884 0.5522
O: 0.4962 0.4025 -2.2147
H: 2.4395 2.0338 0.7569
H: 2.2902 1.3353 -1.8822
H: -1.5278 1.4553 -0.4070
H: -2.5291 0.0579 0.0861
H: -1.8164 0.0504 -1.4826
H: 0.5253 -0.5113 2.1005
H: -0.4780 0.9399 1.9375
H: -1.2211 -0.6810 2.0949
H: -0.9028 -2.3601 0.3141
H: -0.4025 -1.8992 -1.3046
H: 0.8102 -2.0403 -0.0157

Properties
- HOMO energy: -9.0299 eV
- Net charge: 0
- HOMO-LUMO gap: 9.3 eV
- Lowest unoccupied orbital energy: 0.011 hartree


## Q
Below is C5H11NO2 as an isolated structure, with properties calculated with ωB97M-V/def2-TZVPD.

Element x y z (Å)
C: 0.4736 -1.1185 -0.7160
C: 0.5656 2.1862 -0.5015
C: 1.5009 -1.7017 0.2029
O: 0.7410 1.0887 0.3593
H: -0.1288 -1.8730 -1.2213
H: 0.8599 -0.4158 -1.4461
H: 1.5404 2.6231 -0.7354
H: -0.0581 2.9616 -0.0384
H: 0.0456 1.8838 -1.4234
H: 1.0461 -2.3278 0.9719
H: 2.0868 -0.9243 0.6753
H: 2.1666 -2.3372 -0.3905
C: -0.6375 0.7716 1.2813
C: -2.1781 -0.7064 -0.1247
N: -0.9927 -0.5769 0.2745
O: -1.5099 1.6068 1.3488
H: -0.1393 0.3252 2.1505
H: -2.4434 -1.4719 -0.8526
H: -2.9390 0.0065 0.1853

Properties
- HOMO energy: -8.9370 eV
- Net charge: 0
- HOMO-LUMO gap: 9.0 eV
- Lowest unoccupied orbital energy: 0.004 hartree


## R
Below is a 2-piece molecular cluster, C5H11NO2 overall, with properties calculated with ωB97M-V/def2-TZVPD.

Element x y z (Å)
C: -0.0713 -1.0843 1.6949
C: -0.7424 -0.5356 0.4701
C: -1.3571 0.7746 0.4841
O: -1.3334 -1.5027 -0.3007
O: -2.5015 0.8734 -0.3627
H: -1.9440 -1.0435 -0.9024
H: -3.2898 0.6833 0.1591
H: -1.4928 1.2183 1.4712
H: 0.4876 -0.2995 2.2047
H: 0.6122 -1.8928 1.4356
H: -0.8218 -1.4830 2.3845
C: 2.4228 0.1801 -1.5273
C: 1.1971 0.7812 -0.9256
N: 0.6842 1.8747 -0.8674
H: -0.5195 1.5220 -0.0773
H: 0.4850 -0.1176 -0.3156
H: 2.1414 -0.6085 -2.2286
H: 3.0365 -0.2770 -0.7477
H: 3.0068 0.9369 -2.0489

Properties
- HOMO energy: -8.1936 eV
- Net charge: 0
- HOMO-LUMO gap: 8.9 eV
- Lowest unoccupied orbital energy: 0.025 hartree


Most stable structure, least stable structure: R, Q.